18
Properties=species:S:1:pos:R:3:mulliken_charge:R:1 method="wB97M-V/def2-TZVPD" homo_lumo_gap_ev=7.8 smiles="C/C=C(/NC)OC" relative_energy_kcal_mol=77.3 homo_ev=-6.9
C -1.95569 1.05823 -0.06338 -1.179
C -0.87121 0.32567 -0.81461 -0.710
C 0.28920 0.02937 -0.17368 0.727
N 1.51726 0.45204 -0.60190 -0.234
C 2.81624 0.13587 -0.06165 -0.807
O 0.17677 -0.71629 0.94760 -0.426
C -1.12939 -1.54658 0.81359 -0.640
H -2.96800 0.65107 -0.17837 0.342
H -1.74871 1.11719 1.01432 0.352
H -1.97965 2.09480 -0.42895 0.284
H -0.83609 0.44638 -1.88132 0.333
H 1.46772 1.18996 -1.28979 0.246
H 3.15890 0.87759 0.67536 0.264
H 3.55906 0.08967 -0.86604 0.300
H 2.75482 -0.83362 0.42902 0.293
H -1.14477 -1.92178 1.82075 0.296
H -0.96371 -2.32088 0.05529 0.322
H -2.14277 -1.12868 0.60374 0.237

***

46
Properties=species:S:1:pos:R:3:mulliken_charge:R:1 method="wB97M-V/def2-TZVPD" homo_lumo_gap_ev=9.1 relative_energy_kcal_mol=0.0 homo_ev=-8.7
C -15.64252 -0.87702 7.30086 -1.044
S -16.40598 -1.23093 8.89966 0.914
O -16.51934 0.00879 9.70469 -0.791
C -18.12526 -1.40084 8.42523 -1.188
H -15.62557 -1.74919 6.57998 0.309
H -14.62818 -0.52575 7.34225 0.209
H -16.18830 -0.04387 6.88426 0.464
H -18.53902 -0.38100 8.31318 0.356
H -18.70353 -1.86980 9.27301 0.311
H -18.33430 -2.00257 7.52998 0.352
C -8.13193 -0.56309 12.97562 -0.984
S -9.53426 -0.86264 11.88955 0.618
O -10.07780 0.51446 11.51070 -0.640
C -8.59946 -1.36441 10.44673 -0.674
H -8.54957 -0.41172 13.96615 0.349
H -7.43057 0.21444 12.60435 0.273
H -7.58060 -1.50162 12.97926 0.358
H -9.26984 -1.91767 9.81477 0.017
H -7.83367 -2.09174 10.72222 0.414
H -8.26521 -0.47172 9.90577 0.308
C -14.57508 -0.88312 12.18302 -0.872
S -13.13667 -1.13212 11.01341 0.504
O -13.64553 -1.71064 9.74043 -0.574
C -13.10193 0.55748 10.57976 -1.036
H -14.83394 -1.93031 12.43229 0.289
H -15.36110 -0.40255 11.55885 0.238
H -14.31176 -0.37333 13.10677 0.406
H -14.11454 0.73015 10.13229 0.413
H -12.35063 0.64703 9.81125 0.263
H -12.89633 1.23050 11.38983 0.425
C -13.75451 -5.94430 8.30166 -1.014
S -14.60955 -4.34877 8.20549 0.698
O -15.91842 -4.56415 7.43091 -0.710
C -15.19119 -4.51049 9.94310 -1.015
H -14.33777 -6.74110 8.85364 0.315
H -12.74117 -5.81019 8.71781 0.323
H -13.76151 -6.28414 7.23067 0.334
H -15.77257 -3.66747 10.24410 0.195
H -14.29723 -4.56845 10.56833 0.296
H -15.73079 -5.42291 10.01669 0.522
C -11.18959 -2.09263 7.40805 -0.658
O -11.32278 -2.53939 8.74714 -0.487
H -10.13422 -2.04771 7.29554 0.355
H -11.62512 -2.81382 6.72743 0.206
H -11.58849 -1.03807 7.33070 0.230
H -12.15814 -2.33006 9.07038 0.421

***

9
Properties=species:S:1:pos:R:3:mulliken_charge:R:1 method="wB97M-V/def2-TZVPD" homo_lumo_gap_ev="8.8 / 8.2" relative_energy_kcal_mol=91.1 homo_ev="-10.0 / -10.0"
C -0.20629 -2.27626 -0.06815 0.175
C 0.35757 0.19602 0.49772 -0.860
C -0.61075 -0.86680 -0.16334 0.115
N 0.06315 -3.40249 -0.14436 -0.336
Cl -2.29917 -0.70309 0.31539 -0.118
I 2.40242 -0.09121 -0.05722 0.102
H 0.04984 1.20391 0.33933 0.426
H 0.44257 0.06177 1.62554 0.344
H -0.31003 -0.72419 -2.29993 0.151

***

46
Properties=species:S:1:pos:R:3:mulliken_charge:R:1 method="wB97M-V/def2-TZVPD" homo_lumo_gap_ev=8.3 smiles="O=C(CCC(=O)N/N=C/c1c[nH]c2ccccc12)NCc1ccccc1" relative_energy_kcal_mol=18.3 homo_ev=-7.7
O 0.43351 3.02841 0.22839 -0.666
C -0.22546 2.62279 1.16194 0.466
C 0.23252 2.76917 2.60451 -0.600
C 1.72415 2.40294 2.73952 -0.593
C 1.88708 1.16904 3.59254 0.208
O 2.12714 1.19131 4.78267 -0.664
N 1.71238 -0.02924 2.96812 -0.348
N 1.45949 -0.20376 1.65593 0.221
C 1.35437 -1.40442 1.23630 -0.606
C 1.06731 -1.76597 -0.11452 0.915
C 0.84847 -3.05888 -0.53832 -1.053
N 0.55956 -3.07437 -1.86407 0.165
C 0.57855 -1.79117 -2.34455 -0.832
C 0.33685 -1.31251 -3.62434 -0.987
C 0.43329 0.04890 -3.82001 -0.614
C 0.77248 0.90777 -2.77272 -0.735
C 1.01455 0.43603 -1.50084 0.089
C 0.90541 -0.93135 -1.27279 1.082
N -1.43464 2.04101 1.00327 -0.207
C -1.99740 1.78375 -0.29881 -1.254
C -2.18825 0.32220 -0.62193 1.139
C -2.59390 -0.02440 -1.90607 -0.536
C -2.80046 -1.34625 -2.24844 -0.624
C -2.61269 -2.34462 -1.30678 -0.654
C -2.20764 -2.00928 -0.02851 -0.590
C -1.99219 -0.68419 0.31091 -0.164
H -0.37757 2.16011 3.27314 0.408
H 0.08753 3.81542 2.88077 0.341
H 2.13827 2.23072 1.74596 0.388
H 2.27314 3.20914 3.22437 0.401
H 1.82645 -0.85738 3.56275 0.214
H 1.46648 -2.24926 1.93403 0.292
H 0.87979 -3.96891 0.03128 0.401
H 0.34569 -3.89447 -2.40608 0.194
H 0.08453 -1.98293 -4.43293 0.425
H 0.25009 0.45859 -4.80253 0.398
H 0.84861 1.96742 -2.96480 0.443
H 1.27424 1.10520 -0.69922 0.524
H -1.95265 1.72562 1.80689 0.338
H -2.96378 2.29829 -0.39062 0.476
H -1.30370 2.22483 -1.02099 0.345
H -2.74212 0.75273 -2.64137 0.424
H -3.11017 -1.59939 -3.25168 0.416
H -2.78167 -3.37887 -1.56987 0.431
H -2.05518 -2.78150 0.71167 0.441
H -1.65246 -0.44522 1.30719 0.142

***

61
Properties=species:S:1:pos:R:3:mulliken_charge:R:1 method="wB97M-V/def2-TZVPD" homo_lumo_gap_ev=8.4 relative_energy_kcal_mol=348.2 homo_ev=-8.0
N -3.08380 -4.78317 18.54831 -0.683
C -3.87642 -4.73602 17.38586 -0.815
C -4.52743 -5.91570 16.84426 -0.764
C -4.29656 -7.13468 17.45444 0.196
C -3.45233 -7.21504 18.60951 -1.284
C -2.89335 -6.07166 19.06821 -1.357
H -3.96311 -3.76574 16.91954 0.921
H -5.08532 -5.84425 15.92227 1.023
H -4.77709 -7.95999 16.95012 0.615
H -3.44026 -8.11500 19.20645 0.973
H -2.14509 -6.05581 19.84684 0.954
C -3.11192 -7.53634 13.20685 -0.717
C -3.67083 -6.14625 12.92654 -0.069
O -3.83932 -5.78619 11.81962 -0.627
C -4.05127 -5.38677 14.20666 -0.643
H -2.15169 -7.42147 13.70969 0.393
H -3.07036 -8.18545 12.33220 0.343
H -3.71389 -7.95793 14.01184 -0.064
H -5.12376 -5.29209 14.37669 0.626
H -3.52488 -4.43978 14.32586 1.388
H -3.82424 -5.88507 15.14912 -0.852
C -5.97260 -8.57846 14.64667 -1.515
C -6.36129 -7.13686 14.45501 1.293
O -5.72109 -6.18416 14.83786 -0.391
C -7.48826 -6.85922 13.44608 -1.602
H -6.53438 -8.96685 15.49617 0.283
H -4.91812 -8.68392 14.90174 0.379
H -6.34633 -9.17244 13.81263 0.441
H -7.56276 -7.51543 12.57894 0.396
H -7.41463 -5.78138 13.30139 0.369
H -8.41201 -6.96910 14.01415 0.406
C -0.40460 -5.37644 16.35188 -1.188
C -1.59433 -5.09392 15.48014 1.075
O -1.93577 -5.75459 14.45486 -0.534
C -2.46874 -3.87969 15.86361 -1.282
H -0.78918 -5.87270 17.24290 0.076
H 0.17579 -4.49860 16.63587 0.352
H 0.26517 -6.15096 15.97821 0.377
H -3.52604 -4.07388 15.68332 0.216
H -2.11932 -2.98569 15.34711 0.424
H -2.30852 -3.75650 16.93470 0.570
C -3.23496 -8.63806 21.28531 -0.683
C -2.00611 -7.75907 21.47766 0.938
O -1.85125 -6.71194 20.79681 -0.548
C -0.99748 -8.26236 22.42616 -1.273
H -3.76795 -8.51135 20.34298 0.279
H -3.95635 -8.16233 21.94967 0.312
H -3.18901 -9.68195 21.59561 0.406
H -1.28519 -9.17409 22.94965 0.345
H -0.84294 -7.52242 23.21148 0.340
H -0.10723 -8.34639 21.80289 0.315
C -8.51091 -8.54453 18.53001 -1.150
C -7.19588 -8.48516 19.24102 0.523
O -7.13370 -8.43329 20.48310 -0.617
C -5.88518 -8.65062 18.38212 0.461
H -8.71913 -7.70928 17.86135 0.277
H -9.25331 -8.56554 19.32782 0.363
H -8.54472 -9.49035 17.98929 0.314
H -5.18686 -7.88978 18.73080 -0.467
H -6.10361 -8.50771 17.32384 -0.348
H -5.38684 -9.61923 18.42121 0.510